one) The following is a DFT calculation (wB97M-V/def2-TZVPD) of C6H7N3O in the gas phase.

The frontier orbital gap is 0.3787 Ha. Its SMILES is O=C[C@@H]1CCc2ncnn21. The lowest unoccupied orbital energy is 0.8 eV.

```
! wB97M-V def2-TZVPD RIJCOSX def2/J DEFGRID3
* xyz 0 1
C -2.38507 -1.29916 0.35720
C -1.16924 0.40422 0.35678
C 1.86057 -1.34700 0.05250
C -0.41681 1.64514 0.15708
C 1.04758 1.13653 -0.14258
C 0.84719 -0.32022 -0.62339
N -2.34412 0.07556 0.74858
N -1.26526 -1.74701 -0.14062
N -0.45779 -0.63783 -0.21421
O 2.56729 -1.14196 0.95972
H -3.37382 -1.85426 0.57451
H 1.77632 -2.29264 -0.49883
H -0.56822 2.41668 -0.70008
H -0.45349 2.38212 0.99911
H 1.58922 1.81831 -0.85454
H 1.82265 1.23638 0.70943
H 0.92301 -0.47487 -1.74065
*
```

***

two) The following is a DFT calculation (wB97M-V/def2-TZVPD) of C6H7N3O in the gas phase.

The frontier orbital gap is 0.3422 Ha. Its SMILES is NC(=O)Nc1ccccn1. The lowest unoccupied orbital energy is 0.3 eV.

```
! wB97M-V def2-TZVPD RIJCOSX def2/J DEFGRID3
* xyz 0 1
C -2.62491 -0.95323 -0.06776
C -2.93621 0.42777 0.00329
C -1.87171 1.33526 0.03496
C -0.30434 -0.35998 -0.04821
C -1.23537 -1.35143 0.00782
C 2.23771 -0.07323 -0.02904
H -3.37864 -1.39146 0.11452
H -3.87284 0.70547 0.08966
H -2.09890 2.46012 0.15597
H -1.07461 -2.41954 -0.11161
H 1.24976 -1.72541 0.03202
H 1.47414 1.80250 -0.03584
H 3.14263 1.72140 -0.05853
N -0.50550 0.93834 0.04583
N 1.05257 -0.75632 -0.00062
N 2.15180 1.25740 -0.09694
O 3.25941 -0.67250 0.09620
*
```

***

three) The following is a DFT calculation (wB97M-V/def2-TZVPD) of a 2-piece molecular cluster, C6H7N3O overall.

The frontier orbital gap is 0.3458 Ha. Its SMILES is Cc1cnc(C#N)cn1.O. The lowest unoccupied orbital energy is -0.5 eV.

```
! wB97M-V def2-TZVPD RIJCOSX def2/J DEFGRID3
* xyz 0 1
C 1.64504 -2.05431 1.92995
C 0.91534 -1.07251 1.06875
N 1.47162 -0.70335 -0.08747
C 0.75815 0.03570 -0.93102
C -0.57257 0.35704 -0.65277
N -1.09924 0.09443 0.54703
C -0.36504 -0.59478 1.40673
C -1.47927 0.90046 -1.65867
N -1.92509 0.98989 -2.75934
H 1.13139 -2.21297 2.88515
H 1.73068 -3.01780 1.40722
H 2.66467 -1.69411 2.12460
H 1.24200 0.39939 -1.83945
H -0.82036 -0.85252 2.36561
O -2.01519 3.28682 -1.68381
H -1.07395 3.39619 -1.45002
H -2.20817 2.74243 -2.67249
*
```

***

four) The following is a DFT calculation (wB97M-V/def2-TZVPD) of C6H7N3O in the gas phase.

The frontier orbital gap is 0.3698 Ha. Its SMILES is [H]/N=C(\O)c1cc(C)ncn1. The lowest unoccupied orbital energy is -0.1 eV.

```
! wB97M-V def2-TZVPD RIJCOSX def2/J DEFGRID3
* xyz 0 1
C -2.76244 -0.86017 0.31719
C -1.50598 -0.06570 0.15343
C -0.24857 -0.66604 0.01753
C 0.85164 0.18009 0.00260
N 0.72823 1.50630 0.10348
C -0.50844 1.99259 0.12751
N -1.61995 1.26957 0.15836
C 2.23043 -0.35894 0.04221
N 3.11173 -0.54717 0.89913
H -3.46766 -0.60102 -0.48456
H -2.56859 -1.93791 0.29568
H -3.24011 -0.59782 1.27180
H -0.13160 -1.74860 0.00855
H -0.61356 3.07843 0.19459
O 3.18653 -0.12907 -1.26792
H 2.49431 -0.09525 -1.95716
H 4.06402 -0.41931 0.11757
*
```

***

The winner here is two), beating the second structure by 0.231 eV.

***

one) The following is a DFT calculation (wB97M-V/def2-TZVPD) of a 2-piece molecular cluster, C2H5ClS overall.

The frontier orbital gap is 0.3546 Ha. The lowest unoccupied orbital energy is 0.8 eV.

```
! wB97M-V def2-TZVPD RIJCOSX def2/J DEFGRID3
* xyz 0 1
C 1.15672 0.40751 0.09557
C -0.79129 -0.06329 -0.54017
S -1.05626 -1.70158 0.02733
Cl -1.77319 1.19812 0.21626
H 1.72489 -0.21226 -0.61481
H 1.33338 1.53111 -0.00572
H 1.04205 0.19229 1.23036
H -0.71549 -0.01745 -1.70592
H -0.92082 -1.33446 1.29709
*
```

***

two) The following is a DFT calculation (wB97M-V/def2-TZVPD) of C2H5ClS in the gas phase.

The frontier orbital gap is 0.3704 Ha. Its SMILES is SCCCl. The lowest unoccupied orbital energy is 0.7 eV.

```
! wB97M-V def2-TZVPD RIJCOSX def2/J DEFGRID3
* xyz 0 1
C 0.52403 -0.36472 -0.55870
C -0.83001 -0.03165 0.15511
H 1.60549 1.28054 0.84394
H 1.14731 -1.13195 0.03418
H 0.23898 -1.02197 -1.62351
H -1.55087 -1.00027 -0.05336
H -1.44701 0.73315 -0.20033
S 1.43062 1.25890 -0.60741
Cl -1.11854 0.27797 2.01008
*
```

***

The winner here is two), beating the second structure by 0.573 eV.

***

one) The following is a DFT calculation (wB97M-V/def2-TZVPD) of H2N2O3S in the gas phase.

The frontier orbital gap is 0.3471 Ha. The lowest unoccupied orbital energy is -1.1 eV.

```
! wB97M-V def2-TZVPD RIJCOSX def2/J DEFGRID3
* xyz 0 1
N 0.00372 0.20681 -0.31902
N -2.60876 -0.52870 0.03354
O -2.44114 -1.52049 -0.67912
O -2.93667 -0.48473 1.19422
O -2.20082 2.10085 0.10689
S -1.93114 1.05234 -0.76441
H -0.02404 -0.24159 0.57832
H 0.15786 -0.50173 -1.03411
*
```

***

two) The following is a DFT calculation (wB97M-V/def2-TZVPD) of a 2-piece molecular cluster, H2N2O3S overall.

The frontier orbital gap (spin up / spin down) is 0.2898 / 0.2635 Ha. The lowest unoccupied orbital energy (spin up / spin down) is -1.3 / -1.5 eV.

```
! wB97M-V def2-TZVPD RIJCOSX def2/J DEFGRID3
* xyz 0 1
N -0.54473 -1.28597 -0.58934
N 0.93009 1.46543 0.22403
O 2.03149 1.04570 0.45245
O -1.53546 -0.06194 1.27479
O 0.66224 2.49759 -0.27464
S -0.24030 -0.49671 0.93542
H -1.47099 -1.42581 -0.84774
H 0.16765 -1.73829 -1.17497
*
```

***

The winner here is two), beating the second structure by 0.360 eV.

***

one) The following is a DFT calculation (wB97M-V/def2-TZVPD) of H3OPS in the gas phase.

The frontier orbital gap is 0.3404 Ha. Its SMILES is POS. The lowest unoccupied orbital energy is 0.0 eV.

```
! wB97M-V def2-TZVPD RIJCOSX def2/J DEFGRID3
* xyz 0 1
O -0.15291 0.49670 -0.10157
P 1.19241 -0.54189 -0.14422
S -1.80547 -0.19030 -0.08109
H 1.38153 -0.88571 1.19429
H 1.80519 0.65763 0.32569
H -2.42076 0.46357 -1.19311
*
```

***

two) The following is a DFT calculation (wB97M-V/def2-TZVPD) of a 2-piece molecular cluster, H3OPS overall.

The frontier orbital gap (spin up / spin down) is 0.3593 / 0.2656 Ha. The lowest unoccupied orbital energy (spin up / spin down) is -0.3 / -0.1 eV.

```
! wB97M-V def2-TZVPD RIJCOSX def2/J DEFGRID3
* xyz 0 1
O 1.27105 -0.50879 0.12648
P 0.81140 1.03459 -0.14284
S 0.69397 0.77454 -2.20240
H 1.23023 -0.93664 0.93663
H -2.11123 1.62511 1.29035
H 0.55427 -0.55158 -2.19001
*
```

***

three) The following is a DFT calculation (wB97M-V/def2-TZVPD) of H3OPS in the gas phase.

The frontier orbital gap is 0.3750 Ha. Its SMILES is O[PH2]=S. The lowest unoccupied orbital energy is 0.7 eV.

```
! wB97M-V def2-TZVPD RIJCOSX def2/J DEFGRID3
* xyz 0 1
O 1.03217 -0.18050 -0.60114
P -0.36438 0.30350 0.19042
S -1.15028 -1.09248 1.27861
H 1.26556 -1.07854 -0.48615
H -0.83099 0.56512 -1.05550
H 0.04792 1.48289 0.67376
*
```

***

The winner here is three), beating the second structure by 2.198 eV.

***

one) The following is a DFT calculation (wB97M-V/def2-TZVPD) of an isolated ion of composition C6H12NO2 and charge +1.

The frontier orbital gap is 0.4069 Ha. Its SMILES is C=C(C(=O)OC)[NH+](C)C. The lowest unoccupied orbital energy is -4.0 eV.

```
! wB97M-V def2-TZVPD RIJCOSX def2/J DEFGRID3
* xyz 1 1
C 1.15069 1.51923 -0.02689
C 0.37160 0.46184 -0.12606
C -0.49079 0.05065 1.02857
C -0.67818 -0.14873 -2.22166
C 1.47053 -1.41139 -1.40519
C -1.17260 0.68379 3.12765
N 0.25482 -0.59897 -1.14348
O -1.16607 -0.97388 0.98420
O -0.44183 0.95993 1.95929
H 1.66424 1.82172 -0.92383
H 1.23523 1.98571 0.86342
H -0.24812 0.81729 -2.67341
H -0.60809 -0.91320 -2.86938
H -1.71405 0.03457 -1.92547
H 2.27362 -0.82491 -1.80245
H 1.67190 -1.87167 -0.46590
H 1.29006 -1.90011 -2.32148
H -0.81274 1.03429 4.06325
H -1.37060 -0.49859 3.24224
H -2.19412 1.00325 3.17197
H -0.48549 -1.23082 -0.53539
*
```

***

two) The following is a DFT calculation (wB97M-V/def2-TZVPD) of an isolated ion of composition C6H12NO2 and charge +1.

The frontier orbital gap is 0.4226 Ha. Its SMILES is CC[C@@H]1C[NH2+][C@@]2(CO2)O1. The lowest unoccupied orbital energy is -3.3 eV.

```
! wB97M-V def2-TZVPD RIJCOSX def2/J DEFGRID3
* xyz 1 1
C 0.04314 1.72829 0.16511
C 2.79508 -0.91217 0.28532
C -0.68077 0.41403 0.60883
C 1.49001 -0.22863 0.16420
C -2.57486 -1.27311 -0.01032
C -1.44569 -0.33412 -0.47357
N 1.34996 1.20775 -0.44325
O 1.81017 -1.25172 -0.71302
O 0.48017 -0.36744 1.07231
H -0.66962 2.18915 -0.60436
H 0.02158 2.50415 1.00022
H 3.59513 -0.33791 -0.00747
H 2.79602 -1.60065 0.99324
H -1.22755 0.55836 1.50278
H -2.30851 -2.06369 0.78288
H -2.88123 -1.64384 -0.98490
H -3.34118 -0.78703 0.53386
H -1.72449 0.34355 -1.20703
H -0.78085 -0.83921 -1.06386
H 1.09763 1.02314 -1.35647
H 2.15586 1.67111 -0.24452
*
```

***

The winner here is one), beating the second structure by 0.878 eV.

***

one) The following is a DFT calculation (wB97M-V/def2-TZVPD) of a 2-piece molecular cluster, C3H10N3O overall.

The frontier orbital gap is 0.4025 Ha. The lowest unoccupied orbital energy is -3.0 eV.

```
! wB97M-V def2-TZVPD RIJCOSX def2/J DEFGRID3
* xyz 1 1
N 1.94022 -0.45091 -2.01479
C 1.35348 0.74808 -2.10430
N 0.78062 1.34861 -1.12692
H 2.05061 -0.90415 -1.12488
H 2.51879 -0.76854 -2.77075
H 1.41523 1.19437 -3.09905
H 0.37770 2.22163 -1.44899
O -2.16438 -0.24106 2.94085
C -1.98645 -1.06529 2.09446
C -1.01799 -0.79250 0.96706
N -0.35303 0.51567 1.17697
H -2.53521 -2.01859 2.06219
H -0.25841 -1.55035 0.78784
H -1.55228 -0.73489 0.01957
H 0.37340 0.46263 1.88616
H 0.10934 0.85398 0.23909
H -1.05165 1.18132 1.51550
*
```

***

two) The following is a DFT calculation (wB97M-V/def2-TZVPD) of a 2-piece molecular cluster, C3H10N3O overall.

The frontier orbital gap is 0.2994 Ha. The lowest unoccupied orbital energy is -5.1 eV.

```
! wB97M-V def2-TZVPD RIJCOSX def2/J DEFGRID3
* xyz 1 1
O -3.24495 -2.45919 -0.22493
C -2.13004 -2.03119 -0.16791
C -1.37502 -1.39198 -1.31109
H -1.71679 -1.87850 0.86433
H -0.35863 -1.78745 -1.35877
H -1.38319 -0.31010 -1.14444
H -1.91069 -1.58989 -2.23635
N 0.48527 1.88072 -0.28097
C 1.14463 1.00575 0.57871
N 2.39653 1.31498 1.11547
N 0.60292 -0.09462 0.91653
H 0.92839 1.98581 -1.18605
H 0.32358 2.78719 0.14316
H 3.12161 1.43112 0.41203
H 2.35803 2.18774 1.64041
H -0.33975 -0.36691 0.65696
H 1.09808 -0.68349 1.58292
*
```

***

The winner here is one), beating the second structure by 1.344 eV.

***

one) The following is a DFT calculation (wB97M-V/def2-TZVPD) of C7H6O3 in the gas phase.

The frontier orbital gap is 0.3540 Ha. Its SMILES is O=Cc1c(O)cccc1O. The lowest unoccupied orbital energy is 0.7 eV.

```
! wB97M-V def2-TZVPD RIJCOSX def2/J DEFGRID3
* xyz 0 1
C -0.31232 -1.14987 0.07772
C -1.69296 -1.21133 -0.12826
C -2.33013 -0.01307 -0.12295
C -1.65070 1.14934 -0.07790
C -0.28283 1.23961 0.04046
C 0.40918 -0.02305 0.09180
C 1.93957 0.00986 0.26040
H 1.24299 -2.13528 0.31522
H -2.22897 -2.25192 -0.22932
H -3.32296 0.01715 -0.18077
H -2.29904 2.26075 -0.08678
H -0.08123 3.02205 0.25417
H 2.33010 -0.08960 1.30648
O 0.32169 -2.45321 0.16175
O 0.46550 2.36626 0.13884
O 2.69784 -0.01706 -0.57893
*
```

***

two) The following is a DFT calculation (wB97M-V/def2-TZVPD) of C7H6O3 in the gas phase.

The frontier orbital gap is 0.3345 Ha. Its SMILES is O=Cc1ccc(O)c(O)c1. The lowest unoccupied orbital energy is 0.3 eV.

```
! wB97M-V def2-TZVPD RIJCOSX def2/J DEFGRID3
* xyz 0 1
C 1.56084 -0.37420 -0.02937
C 0.79102 -1.53478 0.00085
C -0.58749 -1.43364 0.06404
C -1.21756 -0.20061 0.01248
C -2.70544 -0.12300 0.00042
C -0.47809 0.97440 0.00048
C 0.91034 0.88389 -0.00480
H 3.20712 0.53013 0.03648
H 1.33538 -2.47588 -0.03257
H -1.20964 -2.31231 0.05567
H -3.24345 -1.09393 -0.03304
H -0.97786 1.92474 0.07315
H 1.25344 2.78044 -0.08222
O 2.91545 -0.41040 -0.05908
O -3.32127 0.90730 -0.05144
O 1.76720 1.95784 0.04896
*
```

***

The winner here is two), beating the second structure by 2.325 eV.